1.
2 unconnected molecules or ions with the total composition C9H14 at a distorted geometry, computed with ωB97M-V with the def2-TZVPD basis set.

```
23
Properties=species:S:1:pos:R:3:forces:R:3
C 2.4305 0.2014 3.1096 0.5 0.9 0.4
C -0.3410 -0.9590 -1.2370 0.9 0.1 0.3
C -1.3256 -0.4302 -2.0462 -0.7 0.0 0.0
C 2.3212 1.3478 2.0915 -0.1 -1.0 -0.5
C -2.0001 1.0905 -0.3073 0.1 0.2 0.3
C -0.9994 0.5741 0.5132 0.0 0.2 -0.1
C -2.1577 0.5939 -1.5864 0.0 0.1 0.0
C 0.5933 -2.0672 -1.6632 -0.4 -0.2 -0.2
C -0.1510 -0.4050 0.0343 -0.5 -0.3 0.3
H 3.1866 -0.5089 2.7838 -0.2 -0.3 0.0
H 3.1602 2.0395 2.1827 -0.4 0.2 0.0
H 0.3772 -2.9782 -1.0961 0.1 0.1 0.0
H 0.5796 -0.8108 0.7309 0.1 0.0 -0.3
H -0.8638 0.9394 1.5259 -0.1 0.0 -0.1
H 1.4726 -0.2657 3.2946 -0.1 -0.4 -0.2
H 2.3542 0.9083 1.0890 0.2 0.1 0.0
H -1.5457 -0.8762 -3.0085 0.3 0.1 -0.1
H 2.7748 0.5700 4.0872 -0.1 0.0 -0.2
H -2.9392 1.0193 -2.2110 0.2 -0.2 -0.1
H 1.3349 1.8074 2.0984 0.2 0.5 0.4
H -2.6316 1.8921 0.0644 0.0 -0.1 -0.1
H 1.6283 -1.7914 -1.4769 0.1 0.0 0.0
H 0.5006 -2.3250 -2.7217 -0.1 0.1 0.1
```
Positions in Å, forces in eV/Å.

Computed properties:
Spin multiplicity: 1
M (g/mol): 122.21
SMILES string: Cc1ccccc1.CC
ΔE to the lowest compared entry with this formula, charge and spin (kJ/mol): 21.4
Frontier orbital gap (eV): 10.10

Results of the natural (NBO) charge analysis, in e, for atoms 1 through 4:
1. C -0.6108
2. C -0.0043
3. C -0.2238
4. C -0.6119

2.
2 unconnected molecules or ions with the total composition C9H14 at a distorted geometry, computed with ωB97M-V with the def2-TZVPD basis set.

```
23
Properties=species:S:1:pos:R:3:forces:R:3
C 0.9794 1.1498 -2.8915 0.4 -0.7 2.1
C 1.7693 0.3168 -1.8623 0.7 -0.7 0.1
C -1.7799 0.3837 -0.0723 3.3 -0.9 2.1
C 1.0670 0.7344 2.3388 1.9 -1.1 -0.1
C -1.7085 -0.9721 -0.4533 -0.1 1.8 0.5
C -0.8980 -1.8102 0.3418 2.0 -1.2 1.4
C 0.1519 0.0272 1.4270 0.0 0.9 -0.1
C -0.8002 0.9014 0.7794 -0.9 -3.4 -1.0
C 0.1144 -1.3622 1.2270 -2.5 1.3 -2.3
H 2.0335 0.9743 1.7555 -1.2 -0.3 0.7
H 0.7067 1.6538 2.7761 -0.3 0.2 -0.2
H 1.2619 -0.6971 -1.8724 1.0 0.9 0.3
H -2.4702 1.0523 -0.3573 -2.5 2.0 -1.8
H 0.8399 -1.9643 1.6779 0.5 -1.2 0.7
H 1.7092 0.7320 -0.8534 -0.4 0.1 0.1
H 0.8708 0.5718 -3.7542 -0.2 -0.5 -1.6
H 0.0233 1.3248 -2.4467 -1.0 -0.2 0.1
H 2.9003 0.2097 -1.9655 -1.6 0.0 -0.6
H 1.3042 2.1273 -3.0849 1.1 1.2 -0.5
H -2.2204 -1.2473 -1.3734 -0.1 -0.6 0.4
H -1.0478 -2.8845 0.3187 0.1 0.0 -0.5
H 1.3570 0.0434 3.1409 0.2 0.3 -0.1
H -0.6415 1.8908 1.0308 -0.4 2.1 0.1
```
Positions in Å, forces in eV/Å.

Computed properties:
Spin multiplicity: 2
M (g/mol): 122.21
ΔE to the lowest compared entry with this formula, charge and spin (kJ/mol): 107.0
Charge: +1
Frontier orbital gap (spin up / spin down) (eV): 10.23 / 6.46

Results of the natural (NBO) charge analysis, in e, for atoms 1 through 4:
1. C -0.5990
2. C -0.6036
3. C -0.2050
4. C -0.6936